[1]
A molecular structure, C8H16MgO8Se. Source: OMol25; level of theory: wB97M-V/def2-TZVPD.

Geometry as ORCA input:
```
! RIJCOSX wB97M-V def2-TZVPD def2/J DEFGRID3
* xyz 0 1
Mg 0.5901 -0.4184 0.1747
C -0.5787 1.0626 2.3753
C 0.0861 1.9755 1.3591
O -0.3419 1.4485 0.0899
C 0.2829 1.9626 -1.1111
C -0.2032 1.0306 -2.2062
O 0.2057 -0.2923 -1.8344
C -0.5445 -1.4151 -2.2741
C -1.5759 -1.7859 -1.2119
O -0.9070 -1.8348 0.0631
C -1.7796 -1.7690 1.2027
C -0.9420 -1.3859 2.4185
O -0.1178 -0.2697 2.0982
H -1.6657 1.1038 2.2576
H -0.3026 1.3347 3.3948
H 1.1793 1.9380 1.4177
H -0.2762 2.9981 1.4840
H 1.3754 1.9358 -0.9982
H -0.0608 2.9801 -1.3068
H 0.2425 1.2892 -3.1672
H -1.2955 1.0686 -2.2737
H 0.1784 -2.2179 -2.4210
H -1.0431 -1.2123 -3.2236
H -2.0266 -2.7575 -1.4244
H -2.3625 -1.0266 -1.1551
H -2.2629 -2.7371 1.3513
H -2.5439 -1.0103 1.0049
H -0.2615 -2.1909 2.6954
H -1.5930 -1.1668 3.2668
O 3.5904 -0.2780 -1.9539
Se 3.8202 0.2783 -0.4496
O 3.8363 1.9015 -0.3653
O 2.3344 -0.0666 0.3319
O 4.9632 -0.4730 0.3905
*
```

Output
DFT total energy, eV: -95724.2381
HOMO level, eV: -7.40
Frontier orbital gap, eV: 6.89


[2]
A molecular structure, C22H27O4RhS in a non-equilibrium geometry. Source: OMol25; level of theory: wB97M-V/def2-TZVPD.

Geometry as ORCA input:
```
! RIJCOSX wB97M-V def2-TZVPD def2/J DEFGRID3
* xyz -2 5
Rh -0.4687 1.4749 0.3424
C -2.3909 1.9172 0.4788
C -1.6974 2.8106 -0.4364
C -1.1185 1.9868 -1.4769
H -1.5949 3.8633 -0.3707
C -1.4449 0.6365 -1.2121
C -2.2281 0.5842 -0.0136
H -2.6610 -0.3068 0.4362
H -2.8027 2.1830 1.4528
H -0.7312 2.4059 -2.4069
H -1.3473 -0.1834 -1.9336
C 0.4250 -2.1136 1.3367
C -0.9591 -2.3338 1.0537
C -1.0768 -2.6510 -0.3309
H -1.7571 -2.2737 1.7867
C 0.2426 -2.6837 -0.8944
C 1.1727 -2.3515 0.1408
H 2.2535 -2.2812 0.0584
H 0.8500 -1.8689 2.2944
H -2.0026 -2.8486 -0.8616
H 0.5003 -2.9512 -1.9146
O 1.8647 1.7192 0.7684
C 2.6271 -0.1146 -3.4174
C 2.9436 1.0838 -2.7142
C 1.2121 -0.1427 -3.9133
C 3.2799 -1.3312 -2.7854
C 2.5334 1.9013 -0.3605
H 2.4172 2.0405 -2.9260
H 3.9168 1.1269 -2.1794
H 3.6189 1.5469 -0.3885
H 2.2506 2.7754 -1.0797
H 0.9114 -0.3608 -4.9483
H 0.8570 0.8711 -3.6644
H 0.7551 -0.8996 -3.2633
H 3.9729 -2.0455 -3.2606
H 2.4427 -1.9394 -2.4174
H 3.7911 -0.8852 -1.9129
C -3.4219 -0.4482 7.1173
C -2.4273 0.0053 6.0927
C -1.2147 0.5617 6.5063
C -0.2860 1.0101 5.5711
C -0.6055 0.9038 4.2232
C -1.7901 0.3121 3.7748
C -2.7110 -0.1094 4.7290
S 0.6488 1.3081 3.0265
O 0.3118 2.5949 2.3360
O 1.9645 1.2177 3.5922
O 0.1994 0.1842 2.1030
H -3.0027 -1.2032 7.7916
H -3.7565 0.3842 7.7468
H -4.2894 -0.8738 6.6103
H -1.0019 0.6494 7.5687
H 0.6800 1.4252 5.8441
H -1.9834 0.1627 2.7135
H -3.6703 -0.5301 4.4271
*
```

Output
DFT total energy, eV: -45275.1938
HOMO level (alpha / beta), eV: 1.59 / -1.15
Frontier orbital gap (alpha / beta), eV: 2.80 / 5.26
<S²>: 6.046


[3]
A molecular structure, C3H6NO5S3 in a non-equilibrium geometry. Source: OMol25; level of theory: wB97M-V/def2-TZVPD.

Geometry as ORCA input:
```
! RIJCOSX wB97M-V def2-TZVPD def2/J DEFGRID3
* xyz -1 1
C -0.2394 -0.5924 0.1539
C 1.5071 1.0504 0.5570
C -0.2063 0.6775 2.1203
N 0.5854 0.0305 1.0755
O -0.9368 0.2859 -0.6396
O -3.0172 0.1935 -1.8131
O 1.1779 -1.9739 -3.2922
O 0.6814 -1.4384 -0.8896
O -1.0587 -1.0620 -2.6544
S -1.2099 -1.8728 0.7833
S -2.0473 -0.7463 -1.3111
S 0.5883 -0.9633 -2.4192
H 1.0369 1.9961 0.5794
H 2.4398 1.1410 1.0907
H 1.7067 0.6949 -0.4349
H 0.4311 1.2336 2.7583
H -0.7445 1.5464 1.7486
H -0.6945 -0.2008 2.5870
*
```

Output
DFT total energy, eV: -47440.0608
HOMO level, eV: -3.63
Frontier orbital gap, eV: 7.01


[4]
11 unconnected molecules or ions with the total composition C29H86N6O11 in a non-equilibrium geometry. Source: OMol25; level of theory: wB97M-V/def2-TZVPD.

Geometry as ORCA input:
```
! RIJCOSX wB97M-V def2-TZVPD def2/J DEFGRID3
* xyz 0 1
C -18.7342 13.0635 4.4957
C -20.0893 12.4147 4.0794
C -19.8932 10.9597 3.7772
O -19.0405 10.8140 2.6313
C -18.0850 9.7281 2.6373
N -20.9984 12.4405 5.1925
H -18.5004 12.9912 5.5579
H -18.8901 14.1253 4.3050
H -17.9138 12.7032 3.8751
H -20.5913 13.0324 3.3347
H -20.8056 10.3685 3.6990
H -19.4398 10.5350 4.6728
H -17.6931 9.6815 1.6213
H -18.5597 8.7917 2.9306
H -17.2946 10.0381 3.3209
H -21.9054 12.2353 4.7984
H -21.0119 13.3874 5.5436
C -14.2351 13.7405 -6.2345
C -13.7940 14.6416 -5.0403
C -13.0711 13.7411 -3.9990
O -12.4853 14.5676 -3.0040
C -11.5965 13.8624 -2.1293
N -12.9760 15.7210 -5.5531
H -13.3549 13.2315 -6.6274
H -14.6077 14.3691 -7.0433
H -14.9768 12.9978 -5.9405
H -14.7578 15.0125 -4.6914
H -12.3025 13.1780 -4.5285
H -13.6971 12.9936 -3.5116
H -10.7018 13.6164 -2.7012
H -12.1172 13.0296 -1.6566
H -11.3318 14.5823 -1.3549
H -12.1517 15.3333 -5.9894
H -12.6747 16.1985 -4.7156
C -18.3175 10.1164 -3.2213
C -16.9465 9.9351 -2.5310
C -16.0834 11.1294 -2.9265
O -16.0186 11.2868 -4.3248
C -15.0208 10.4942 -4.8870
N -17.1895 9.8972 -1.0698
H -18.1915 9.8660 -4.2747
H -18.7363 11.1043 -3.0295
H -19.1502 9.4478 -3.0028
H -16.5155 9.0010 -2.8910
H -15.1050 11.1061 -2.4465
H -16.5197 12.0175 -2.4692
H -15.0836 9.4131 -4.7628
H -13.9904 10.6337 -4.5602
H -14.9935 10.6049 -5.9710
H -16.3453 9.8205 -0.5206
H -17.6084 10.7728 -0.7907
C -16.0840 4.7997 -2.5762
C -16.4736 6.2855 -2.6506
C -18.0062 6.4647 -2.8355
O -18.4365 5.8198 -4.1149
C -19.8165 5.9696 -4.3756
N -16.1370 6.9138 -1.3922
H -16.6211 4.1457 -1.8893
H -15.0253 4.6491 -2.3651
H -16.2463 4.4086 -3.5806
H -15.8471 6.8335 -3.3544
H -18.3616 7.4943 -2.7943
H -18.5683 6.0197 -2.0144
H -20.4552 5.6468 -3.5534
H -20.1255 5.4850 -5.3018
H -20.0899 7.0200 -4.4757
H -16.6015 7.8075 -1.3170
H -16.3704 6.3374 -0.5963
C -13.6796 6.9621 1.8524
C -14.2927 8.0489 0.9679
C -14.2518 9.5490 1.4290
O -14.9636 10.3381 0.5326
C -14.9594 11.7149 0.9080
N -13.4958 7.8838 -0.2857
H -13.7821 5.9587 1.4390
H -14.2872 6.9950 2.7567
H -12.6634 7.1491 2.1997
H -15.3432 7.8098 0.8028
H -13.2065 9.8514 1.4910
H -14.7040 9.5944 2.4198
H -15.6036 11.7154 1.7873
H -15.4045 12.2846 0.0923
H -13.9450 12.0904 1.0422
H -14.1145 7.2091 -0.7124
H -13.6861 8.6978 -0.8525
C -17.5529 5.3247 2.9715
C -18.2442 5.1739 1.6281
C -19.1542 6.3503 1.3302
O -20.0499 6.0949 0.2418
C -20.8350 7.2548 -0.2128
N -17.2170 5.0237 0.6175
H -17.0210 6.2738 3.0391
H -16.7604 4.5891 3.1093
H -18.1014 5.2428 3.9099
H -18.9132 4.3142 1.5898
H -18.4915 7.1970 1.1513
H -19.6307 6.6167 2.2736
H -21.5888 6.8714 -0.9005
H -20.2762 8.0009 -0.7779
H -21.3043 7.7625 0.6299
H -17.6156 4.7076 -0.2550
H -16.5415 4.3026 0.8267
C -18.0065 12.1312 -7.0272
O -17.6509 12.9887 -6.0102
H -17.1059 11.9082 -7.5993
H -18.4401 11.1701 -6.7510
H -18.6971 12.6061 -7.7240
H -17.2390 12.4643 -5.3197
C -21.0237 13.1108 -5.3147
O -19.9337 13.4517 -4.4867
H -20.7610 12.1964 -5.8465
H -21.8879 12.9117 -4.6809
H -21.2287 13.8932 -6.0454
H -19.0985 13.3490 -4.9488
C -12.5517 9.8966 -7.6908
O -12.1189 8.8635 -6.7840
H -12.3516 10.8992 -7.3129
H -12.0882 9.8262 -8.6748
H -13.6266 9.8161 -7.8527
H -12.2661 8.0067 -7.1913
C -21.6923 9.4606 -4.2850
O -22.3482 8.2812 -4.7238
H -20.6988 9.4112 -4.7306
H -22.1033 10.3428 -4.7757
H -21.7215 9.5979 -3.2040
H -22.4266 8.1933 -5.6766
C -19.3801 12.6734 0.2605
O -18.2167 12.0049 0.6492
H -19.2118 13.0566 -0.7459
H -20.1815 11.9360 0.2149
H -19.6843 13.3906 1.0228
H -18.4392 11.4732 1.4169
*
```

Output
DFT total energy, eV: -62923.9697
HOMO level, eV: -8.50
Frontier orbital gap, eV: 9.05